This record from the OMol25 dataset describes a structure of composition C37H39N5P2PdSbSe4. The level of theory is ωB97M-V/def2-TZVPD.

**Charge**: +1
**⟨S²⟩**: 6.0396
**Spin multiplicity**: 5
**Orbital gap (spin up / spin down)**: 0.235 / 0.180 Ha

Each line ends with the Löwdin charge.
Atoms and positions in Å:
Pd: 0.500 -1.037 0.810  0.15
Se: 4.138 -3.072 -0.281  0.02
Sb: 3.193 -3.212 1.925  0.28
Se: 0.661 -3.246 1.795  0.00
Se: 2.284 0.489 2.145  0.13
Se: 3.947 -0.670 2.981  0.06
C: -1.245 -1.053 -2.687  -0.26
N: -0.594 0.213 -2.882  -0.18
C: -0.934 1.202 -1.901  -0.28
P: 0.175 1.080 -0.396  0.97
C: -0.334 2.564 0.522  -0.40
C: 0.582 3.438 1.113  -0.13
C: 0.139 4.477 1.918  -0.07
C: -1.219 4.657 2.144  -0.08
C: -2.136 3.786 1.573  -0.07
C: -1.697 2.739 0.777  -0.11
C: 1.763 1.493 -1.187  -0.40
C: 2.056 2.776 -1.646  -0.11
C: 3.285 3.042 -2.227  -0.06
C: 4.223 2.030 -2.368  -0.05
C: 3.927 0.741 -1.952  -0.06
C: 2.702 0.477 -1.362  -0.14
C: 0.255 0.470 -3.968  -0.22
C: 0.823 -0.582 -4.698  -0.04
C: 1.637 -0.334 -5.791  -0.08
C: 1.924 0.962 -6.187  -0.09
C: 1.376 2.011 -5.465  -0.08
C: 0.555 1.775 -4.376  -0.04
P: -0.683 -2.060 -1.178  1.01
C: -2.312 -2.632 -0.593  -0.39
C: -2.653 -2.525 0.752  -0.13
C: -3.898 -2.939 1.204  -0.06
C: -4.817 -3.462 0.308  -0.07
C: -4.489 -3.570 -1.037  -0.07
C: -3.247 -3.159 -1.489  -0.11
C: 0.101 -3.513 -1.930  -0.38
C: 1.295 -3.300 -2.620  -0.16
C: 1.962 -4.363 -3.206  -0.09
C: 1.456 -5.648 -3.080  -0.07
C: 0.286 -5.867 -2.369  -0.06
C: -0.396 -4.806 -1.791  -0.08
H: -1.143 -1.679 -3.569  0.10
H: -2.311 -0.882 -2.509  0.09
H: -1.978 1.078 -1.598  0.09
H: -0.814 2.216 -2.274  0.09
H: 1.642 3.306 0.945  0.09
H: 0.860 5.147 2.368  0.12
H: -1.561 5.481 2.759  0.11
H: -3.195 3.918 1.751  0.11
H: -2.417 2.039 0.372  0.11
H: 1.323 3.567 -1.541  0.11
H: 3.505 4.045 -2.571  0.11
H: 5.188 2.252 -2.805  0.11
H: 4.647 -0.058 -2.074  0.10
H: 2.467 -0.532 -1.040  0.04
H: 0.651 -1.611 -4.417  0.08
H: 2.055 -1.172 -6.335  0.11
H: 2.557 1.153 -7.042  0.10
H: 1.578 3.034 -5.756  0.11
H: 0.139 2.631 -3.865  0.10
H: -1.946 -2.119 1.456  -0.01
H: -4.140 -2.852 2.255  0.11
H: -5.789 -3.788 0.655  0.11
H: -5.204 -3.982 -1.738  0.11
H: -2.999 -3.259 -2.540  0.11
H: 1.700 -2.296 -2.698  0.08
H: 2.888 -4.185 -3.739  0.11
H: 1.980 -6.481 -3.530  0.11
H: -0.100 -6.873 -2.262  0.11
H: -1.305 -4.987 -1.234  0.10
C: 0.628 2.669 5.568  -0.07
C: -0.631 2.189 6.290  -0.40
C: -0.344 0.946 7.129  -0.07
C: -1.801 1.942 5.327  -0.10
N: -1.534 0.887 4.363  -0.08
C: -0.786 0.937 3.259  -0.18
N: -0.838 -0.248 2.688  -0.04
N: -1.642 -1.010 3.456  0.00
N: -2.066 -0.340 4.454  0.10
H: 1.359 3.019 6.297  0.09
H: 0.411 3.496 4.887  0.07
H: 1.098 1.861 5.002  0.06
H: -0.969 2.990 6.952  0.14
H: -0.016 0.115 6.499  0.08
H: -1.230 0.626 7.678  0.08
H: 0.448 1.152 7.849  0.08
H: -2.035 2.850 4.768  0.12
H: -2.681 1.630 5.885  0.13
H: -0.242 1.801 2.921  0.08